[1]
This record from OMol25 describes a structure of composition C29H36CdN7O6S2. The level of theory is the ωB97M-V functional and the def2-TZVPD basis.

```
81
Properties=species:S:1:pos:R:3:forces:R:3:lowdin_charge:R:1
Cd -1.1807 0.1014 1.0544 0.1350 -0.0322 0.1721 1.210
C 1.7951 0.0655 2.5392 0.0731 -0.1202 0.0693 -0.092
N 1.0257 -1.0284 1.9176 -0.0068 0.0942 0.0772 -0.189
C 0.6559 -2.0376 2.9382 -0.1281 0.0244 -0.0871 -0.164
C -0.6464 -2.7827 2.6578 0.1716 0.1889 -0.0885 -0.217
N -1.7900 -1.8891 2.6069 -0.1729 0.0943 0.2355 -0.240
C -2.0714 -1.2287 3.8921 0.0081 -0.0834 0.0441 -0.082
C -2.9843 -2.4762 2.0605 -0.0203 0.0290 -0.1243 -0.309
C -3.2615 -3.8323 2.2068 0.0539 0.0139 0.0155 -0.045
C -4.4191 -4.3962 1.6898 -0.0178 -0.0102 -0.0125 -0.117
C -5.3190 -3.5915 1.0061 0.0104 0.0286 -0.0001 -0.119
C -5.0533 -2.2406 0.8500 0.0457 -0.0762 0.0405 -0.144
C -3.8980 -1.6481 1.3745 0.0399 0.0676 0.0376 -0.672
S -3.6796 0.0825 1.1884 -0.1184 0.1137 -0.1262 0.467
C 1.7293 -1.6394 0.8114 0.0209 -0.1498 0.0112 -0.314
C 3.1019 -1.8578 0.9189 0.0146 0.0322 0.0759 -0.052
C 3.8413 -2.4309 -0.1034 -0.0131 0.0093 -0.0518 -0.108
C 3.1912 -2.7951 -1.2754 -0.0104 0.0169 0.0420 -0.111
C 1.8286 -2.5818 -1.3981 0.0260 0.0401 0.0687 -0.143
C 1.0548 -2.0121 -0.3694 0.0254 -0.1574 -0.0600 -0.655
S -0.6533 -1.7831 -0.6511 -0.1718 -0.1465 0.0369 0.561
H 2.1914 0.7215 1.7642 -0.0599 -0.0513 -0.0096 0.083
H 2.6298 -0.3016 3.1517 -0.0104 -0.0065 -0.0236 0.079
H 1.1276 0.6539 3.1623 -0.0313 -0.0444 0.0187 0.062
H 0.5925 -1.5351 3.9026 -0.0103 0.0992 -0.0136 0.110
H 1.4506 -2.7868 3.0200 0.1033 -0.0088 0.0460 0.124
H -0.7595 -3.5539 3.4352 0.0562 0.0039 0.0496 0.115
H -0.5693 -3.2761 1.6892 -0.0522 -0.0772 -0.0190 0.092
H -2.2391 -1.9693 4.6900 0.0178 -0.0073 -0.0465 0.092
H -2.9600 -0.6112 3.7823 0.0129 0.0156 -0.0306 0.063
H -1.2575 -0.5607 4.1745 -0.0614 -0.0036 -0.0397 0.066
H -2.5707 -4.4709 2.7425 0.0469 0.0289 -0.0041 0.097
H -4.6127 -5.4539 1.8252 0.0118 0.0223 -0.0129 0.088
H -6.2271 -4.0167 0.5926 0.0285 0.0240 -0.0045 0.091
H -5.7383 -1.6053 0.3015 -0.0035 -0.0181 0.0315 0.086
H 3.6140 -1.5635 1.8290 -0.0598 -0.0414 -0.0608 0.103
H 4.9069 -2.5830 0.0163 -0.0151 -0.0050 -0.0108 0.092
H 3.7471 -3.2437 -2.0909 -0.0286 0.0213 -0.0120 0.093
H 1.3180 -2.8448 -2.3168 0.0015 -0.0218 -0.0137 0.072
N 1.3060 0.9015 -0.7828 -0.2109 0.0938 0.0022 0.065
C 0.6508 0.8563 -2.0826 0.2064 0.3878 -0.1508 -0.331
C 1.5398 1.5443 -3.1525 -0.1683 0.0038 -0.1733 -0.133
C 1.1594 1.5320 -4.6460 0.0705 -0.1142 0.1832 -0.187
C 0.8848 0.1425 -5.2241 -0.0713 0.0054 0.0361 -0.233
N -0.4223 -0.2936 -4.7826 -0.2331 0.2105 0.3119 0.025
C -0.7219 -1.5308 -4.6382 0.1332 0.0262 0.1535 -0.530
N -1.9492 -1.8860 -4.1332 -0.0809 -0.1152 -0.2228 0.147
N 0.1152 -2.5741 -4.9373 -0.0038 -0.1518 0.0357 0.158
C -0.7651 1.4491 -1.9501 0.1951 -0.5421 0.1630 -0.525
O -1.5262 1.4052 -3.0264 0.0430 -0.1948 -0.2027 0.093
O -1.1921 1.8851 -0.9051 0.0407 0.2763 0.0640 -0.009
H 1.6871 1.8220 -0.6138 0.0233 0.2105 0.1018 0.074
H 2.0702 0.2392 -0.7497 0.0203 -0.0192 -0.0533 0.070
H 0.5117 -0.1947 -2.3302 -0.0623 -0.0324 -0.0831 0.077
H 2.5184 1.0622 -3.0617 0.0064 0.0152 0.0451 0.114
H 1.6763 2.5868 -2.8427 0.0438 -0.0088 -0.0211 0.114
H 1.9966 1.9746 -5.1921 -0.0139 0.0434 0.0063 0.107
H 0.2884 2.1625 -4.8302 -0.0269 0.0075 -0.0283 0.109
H 1.6863 -0.5409 -4.9039 -0.0015 0.0052 0.0226 0.110
H 0.9158 0.1953 -6.3192 0.0374 0.0017 -0.0187 0.113
H -1.1328 0.7698 -3.7130 0.0301 0.2294 -0.1587 0.052
H -2.4365 -1.1251 -3.6824 0.0481 0.0024 0.0520 0.096
H -1.9695 -2.7290 -3.5790 0.0718 0.0656 0.1032 0.084
H 0.8851 -2.4059 -5.5584 -0.0171 0.0240 0.0149 0.086
H -0.2719 -3.5008 -4.9550 -0.0018 0.0054 -0.0553 0.099
O -1.2158 3.1958 4.3323 -0.0228 -0.1415 0.0385 0.012
C -0.7142 2.8194 3.2741 -0.1212 -0.1297 0.2136 -0.629
O -0.7771 1.6443 2.7775 0.1359 0.2529 -0.4346 -0.180
C 0.1220 3.8779 2.5429 -0.0299 -0.1823 -0.0356 -0.104
C 0.3954 3.7839 1.1853 -0.1005 -0.0339 0.1469 -0.011
C 1.1792 4.7353 0.5588 0.1934 0.1818 -0.2431 0.004
C 1.6983 5.7820 1.3067 -0.1957 -0.3206 0.1827 -0.161
C 1.4116 5.9119 2.6581 0.1057 0.1690 -0.0574 0.000
C 0.6126 4.9602 3.2651 0.0264 0.0351 0.1016 -0.007
N 2.5639 6.7651 0.6551 0.0173 0.2635 -0.1558 -0.359
O 2.9788 7.7003 1.3171 -0.0233 -0.0825 0.0942 0.055
O 2.8244 6.6152 -0.5262 -0.0278 -0.1099 0.0439 0.054
H -0.0557 2.9704 0.6430 0.0910 -0.1099 -0.2436 0.070
H 1.4035 4.7032 -0.4993 -0.0691 -0.0977 0.0135 0.110
H 1.8098 6.7554 3.2032 0.0092 -0.0275 0.0327 0.112
H 0.3482 5.0355 4.3122 0.0220 -0.0094 -0.0452 0.117
```
Forces are in eV/Å.

- net charge = -1
- highest occupied orbital energy (eV) = -4.456



[2]
This record from OMol25 describes a structure of composition C9H10F5NPt at a distorted geometry. The level of theory is the ωB97M-V functional and the def2-TZVPD basis.

```
26
Properties=species:S:1:pos:R:3:forces:R:3:lowdin_spin:R:1
C -1.0597 0.3780 -2.5743 -0.0237 -0.7966 0.3354 0.071
C -1.0980 -0.9271 -2.0211 1.0524 -0.5110 -1.0401 0.033
C 0.2162 -1.2356 -1.4724 -0.6427 0.8013 -1.6264 0.012
C 1.0588 -0.0808 -1.7349 -1.3137 -0.1361 -0.6264 0.053
C 0.2270 0.9302 -2.3452 0.5613 -1.0434 -0.0614 0.020
Pt -0.3354 0.2292 0.1523 2.7764 -1.5146 -1.4866 0.466
N 2.2087 2.7433 -0.6733 -0.4337 0.2650 0.1422 0.967
C -1.9644 0.5862 1.0430 -3.1579 0.4137 2.9538 0.023
C -2.0472 -0.8579 0.8819 -0.8081 1.5559 -0.1546 0.070
H 0.5060 -2.1837 -1.0405 0.0746 0.0697 -0.1094 0.001
H -1.9285 -1.6263 -2.0398 0.0407 0.2183 0.0679 0.001
H 2.1345 -0.0642 -1.6616 -0.1640 0.3693 0.4340 0.006
H 0.5802 1.8842 -2.6836 0.1644 0.2739 0.0953 0.004
H -1.8724 0.8454 -3.1261 0.0712 0.0746 0.3149 0.006
H -2.7770 -1.1719 0.1320 0.4806 -0.2699 -0.0569 0.013
H -1.8963 0.9070 2.0951 -0.2886 0.3889 -0.4211 0.004
H 1.2485 2.8094 -0.2483 0.5256 -0.0277 -0.2184 0.032
H -2.0420 -1.4725 1.7771 0.6037 -0.1231 -0.1494 0.006
H -2.6257 1.1569 0.3848 -0.0739 0.3073 0.3085 0.010
F 2.2950 -1.0410 0.5758 0.2332 -0.3970 0.5404 0.021
C 1.1795 -0.6821 1.2937 -0.5804 1.8077 0.7527 0.143
F 0.6085 -1.8571 1.7573 0.5489 -0.6247 0.4128 0.009
C 1.7087 0.0412 2.5729 0.0349 -0.1974 -1.3374 0.019
F 2.4507 -0.8539 3.2614 0.5743 -0.0032 0.9009 0.009
F 2.5034 1.0934 2.2789 -0.7502 -0.7749 0.4862 0.002
F 0.7208 0.4497 3.4149 0.4947 -0.1260 -0.4569 0.000
```
Forces are in eV/Å.

- relative energy (zero: lowest compared OMol25 entry of this formula, charge and spin) (kJ/mol) = 27.3
- net charge = -2
- highest occupied orbital energy (spin up / spin down) (eV) = 1.234 / 2.160
- spin multiplicity = 3



[3]
This record from OMol25 describes a structure of composition C27H24F5N9OTi. The level of theory is the ωB97M-V functional and the def2-TZVPD basis.

```
67
Properties=species:S:1:pos:R:3:forces:R:3:lowdin_charge:R:1
Ti -0.4451 0.5350 -0.0156 -0.3468 -0.2617 0.0018 1.082
C -0.0089 -4.8973 0.6257 -0.0319 -0.0140 0.0163 -0.103
C -0.0747 -4.3170 1.8879 -0.0310 -0.0135 -0.0202 -0.081
C 0.1560 -2.9638 2.0630 -0.0718 -0.0043 -0.0522 -0.028
C 0.4622 -2.1511 0.9656 0.2012 0.1327 -0.0326 -0.285
C 0.5490 -2.7460 -0.2955 0.0156 -0.0175 -0.0457 -0.049
C 0.3039 -4.1007 -0.4651 -0.0172 0.0168 0.0067 -0.094
N 0.6379 -0.7610 1.0786 -0.2673 0.1572 0.0951 -0.051
C 1.1109 -0.2143 2.2833 0.0141 0.1183 -0.1486 -0.264
C 2.1164 -0.7311 3.0893 -0.0196 0.0470 0.0873 -0.044
C 2.5275 -0.0207 4.2146 0.0098 -0.0893 -0.0620 -0.109
C 1.9545 1.2060 4.5207 -0.0342 0.0749 0.0181 -0.110
C 0.9600 1.7481 3.7130 0.0728 -0.1473 -0.0079 -0.030
C 0.5303 1.0274 2.6033 0.1846 -0.0409 0.0481 -0.243
N -0.4298 1.4431 1.6817 0.2165 0.2339 0.3821 -0.157
N -0.9871 2.6805 1.9596 -0.1397 -0.1644 -0.4870 0.065
C -1.7109 3.0157 0.9234 -0.0763 0.2366 0.1104 -0.373
C -2.5103 4.2138 0.8919 0.1148 -0.0573 0.1287 -0.026
C -3.3061 4.4712 -0.1688 0.0300 -0.1016 -0.0796 -0.094
C -3.3543 3.5507 -1.2642 0.0698 -0.0056 0.1182 -0.099
C -2.5599 2.4526 -1.2053 -0.0025 -0.0082 -0.1253 -0.160
N -1.7171 2.1801 -0.1719 0.1412 -0.1591 0.0283 -0.033
H -0.1999 -5.9549 0.4997 0.0047 -0.0011 -0.0093 0.098
H -0.3283 -4.9232 2.7485 0.0029 -0.0175 0.0014 0.104
H 0.0716 -2.5241 3.0476 -0.0041 0.0256 -0.0048 0.119
H 0.8147 -2.1338 -1.1513 -0.0104 0.0373 0.0430 0.097
H 0.3687 -4.5324 -1.4568 -0.0089 -0.0182 0.0061 0.103
H 2.5674 -1.6842 2.8430 0.0032 -0.0040 -0.0050 0.112
H 3.3022 -0.4342 4.8475 0.0061 0.0212 0.0172 0.094
H 2.2809 1.7510 5.3974 0.0138 -0.0095 0.0062 0.094
H 0.5007 2.7006 3.9296 -0.0092 0.0081 0.0112 0.095
H -2.4533 4.8631 1.7545 -0.0381 0.0309 -0.0245 0.105
H -3.9195 5.3628 -0.1913 0.0020 0.0138 0.0239 0.098
H -4.0084 3.7111 -2.1080 -0.0016 -0.0038 -0.0127 0.089
H -2.5636 1.7132 -1.9992 -0.0324 0.0358 -0.0256 0.098
C 3.8875 2.7673 -0.0250 -0.0099 -0.0257 0.0173 -0.040
N 3.4399 2.3338 -1.3421 -0.1106 0.0493 0.0407 -0.153
C 4.5109 1.8518 -2.2042 0.0311 -0.0403 -0.0412 -0.042
C 2.1793 1.8054 -1.4148 -0.0856 0.0698 0.0763 -0.379
N 1.3981 1.6191 -0.4206 0.0477 -0.2508 0.1007 0.128
N 1.7360 1.5552 -2.7116 0.0771 0.1028 -0.0449 0.156
C 0.5855 0.8811 -3.0556 -0.0240 -0.1313 -0.0982 -0.456
N 0.3191 0.9102 -4.3937 -0.0136 0.0266 0.0210 0.173
N -0.1504 0.2867 -2.1900 -0.0718 0.2439 0.1039 0.094
H 4.8197 3.3144 -0.1453 -0.0079 0.0024 0.0015 0.092
H 4.0617 1.9226 0.6514 0.0123 0.0170 0.0016 0.106
H 3.1517 3.4356 0.4200 -0.0007 -0.0074 0.0072 0.103
H 5.2524 2.6407 -2.3168 0.0070 -0.0103 -0.0058 0.092
H 4.1471 1.5867 -3.1927 0.0048 -0.0158 0.0232 0.076
H 4.9958 0.9698 -1.7733 0.0107 0.0128 -0.0109 0.101
H 1.8478 1.7256 0.4833 0.0840 0.1033 -0.0012 0.068
H 2.1401 2.1457 -3.4195 -0.0309 -0.0199 -0.0005 0.147
H 1.0553 1.0822 -5.0558 0.0216 -0.0218 0.0187 0.106
H -0.4456 0.3477 -4.7259 0.0021 -0.0085 0.0108 0.115
H -0.9298 -0.2140 -2.6039 0.0554 -0.0899 -0.0121 0.060
F -4.4731 -5.4460 -0.9932 0.0376 0.0673 0.0070 0.113
C -3.8609 -4.2681 -0.8208 0.0118 0.0298 -0.0717 -0.145
C -3.3408 -3.5809 -1.9034 -0.0374 -0.0409 0.0334 -0.147
F -3.4461 -4.0890 -3.1382 0.0050 0.0136 0.0681 0.112
C -2.7051 -2.3703 -1.7088 0.0540 -0.0616 0.0573 -0.124
F -2.2019 -1.7378 -2.8007 -0.0107 -0.0052 0.0736 0.064
C -2.5371 -1.7981 -0.4444 -0.0373 0.1034 0.1072 -0.249
O -1.9091 -0.6674 -0.2481 -0.0514 -0.0009 -0.4024 -0.166
C -3.1098 -2.4972 0.6254 -0.0829 -0.1382 -0.0207 -0.135
F -3.0555 -1.9790 1.8547 0.1116 -0.0469 -0.1011 0.128
C -3.7461 -3.7117 0.4422 0.0338 -0.0010 0.1088 -0.139
F -4.2543 -4.3583 1.4953 0.0066 0.0227 -0.0743 0.122
```
Forces are in eV/Å.

- relative energy (zero: lowest compared OMol25 entry of this formula, charge and spin) (kJ/mol) = 0.0
- net charge = 0
- highest occupied orbital energy (eV) = -6.117